No. 1
Formula: C3H10N2S2
Source: the OMol25 dataset
Level of theory: wB97M-V/def2-TZVPD

The geometry in ORCA input format:
```
! RIJCOSX wB97M-V def2-TZVPD def2/J DEFGRID3
* xyz 1 2
S 3.99 -0.23 0.27
S 2.21 -1.23 0.75
C 1.09 -0.44 -0.51
C -0.17 -0.04 0.31
C -1.08 0.57 -0.76
N -2.46 0.85 -0.29
N -0.87 -1.21 0.84
H 4.07 0.42 1.49
H 1.42 0.39 -1.13
H 0.82 -1.22 -1.24
H 0.18 0.69 1.02
H -0.64 1.51 -1.13
H -1.22 -0.11 -1.60
H -2.47 1.77 0.14
H -3.04 0.83 -1.11
H -1.64 -0.94 1.44
H -0.20 -1.63 1.49
*
```

## Properties
Orbital gap (alpha / beta) (eV): 7.8 / 4.3
ΔE to the lowest compared entry with this formula, charge and spin (eV): 0.751
Calculated total energy (eV): -27914.771
Expectation value of S²: 0.75
HOMO (alpha / beta) (eV): -12.960 / -12.894

---

No. 2
Formula: C3H10N2Si
Source: the OMol25 dataset
Level of theory: wB97M-V/def2-TZVPD

The geometry in ORCA input format:
```
! RIJCOSX wB97M-V def2-TZVPD def2/J DEFGRID3
* xyz 0 1
C 2.33 -0.20 -0.93
C 1.48 0.16 0.03
C -1.23 1.32 1.24
N -0.70 -2.62 0.73
N -0.63 1.06 -1.63
Si -0.37 0.34 -0.15
H 3.39 -0.57 -0.93
H 1.90 -0.12 -1.92
H 1.74 0.06 1.04
H -2.25 1.50 1.00
H -1.54 0.61 2.12
H -0.81 2.17 1.68
H -1.03 -3.03 -0.14
H 0.29 -2.96 0.69
H 0.17 1.06 -2.26
H -1.48 1.13 -2.13
*
```

## Properties
Orbital gap (alpha / beta) (eV): 6.7 / 9.0
ΔE to the lowest compared entry with this formula, charge and spin (eV): 3.882
Calculated total energy (eV): -14127.795
HOMO (alpha / beta) (eV): -6.876 / -9.159

---

No. 3
Formula: C3H10N3
Source: the OMol25 dataset
Level of theory: wB97M-V/def2-TZVPD

The geometry in ORCA input format:
```
! RIJCOSX wB97M-V def2-TZVPD def2/J DEFGRID3
* xyz 1 1
C 2.25 -0.68 0.21
N 1.78 0.54 -0.44
C 0.57 1.00 -0.05
N -0.90 -0.07 -0.23
C -2.08 0.26 0.24
N -3.23 -0.24 0.02
H 2.15 -0.60 1.33
H 1.89 -1.58 -0.20
H 3.39 -0.47 0.22
H 1.98 0.64 -1.48
H 0.07 1.77 -0.61
H 0.60 1.17 1.00
H -1.03 -0.61 -1.09
H -2.05 1.00 0.97
H -3.40 -0.72 -0.84
H -3.99 0.36 0.26
*
```

## Properties
Orbital gap (eV): 11.1
ΔE to the lowest compared entry with this formula, charge and spin (eV): 2.487
Calculated total energy (eV): -7735.777
Structure (SMILES): CNCNC=[NH2+]
HOMO (eV): -14.106

---

No. 4
Formula: C3H10N3
Source: the OMol25 dataset
Level of theory: wB97M-V/def2-TZVPD

The geometry in ORCA input format:
```
! RIJCOSX wB97M-V def2-TZVPD def2/J DEFGRID3
* xyz 1 1
N -1.42 0.21 -1.49
N -0.67 0.94 -0.51
C 0.13 0.06 0.22
N 0.64 -0.96 -0.69
C -0.10 -0.36 1.67
C 1.11 0.55 1.36
H -2.33 0.03 -1.11
H -1.29 0.76 -2.35
H -0.17 1.70 -1.09
H -0.29 -1.24 -1.09
H 1.25 -1.72 -0.35
H 1.09 -0.50 -1.45
H -0.01 -1.38 1.96
H -1.04 0.08 1.95
H 0.90 1.51 1.60
H 2.21 0.31 1.38
*
```

## Properties
Orbital gap (eV): 10.3
ΔE to the lowest compared entry with this formula, charge and spin (eV): 3.986
Calculated total energy (eV): -7734.279
Structure (SMILES): NNC1([NH3+])CC1
HOMO (eV): -13.723

---

No. 5
Formula: C3H10N3O
Source: the OMol25 dataset
Level of theory: wB97M-V/def2-TZVPD

The geometry in ORCA input format:
```
! RIJCOSX wB97M-V def2-TZVPD def2/J DEFGRID3
* xyz 1 1
N 2.00 0.21 -0.16
C 0.96 0.48 -1.08
N 0.81 1.78 -1.39
O 0.22 -0.41 -1.58
H 2.63 -0.59 -0.37
H 2.61 1.02 -0.06
H 1.19 2.46 -0.76
H -0.05 2.06 -1.82
C -1.42 -0.50 1.76
C -2.68 -0.54 1.22
N -0.24 -1.06 1.09
H -1.05 -0.03 2.68
H -3.50 -0.09 1.81
H -2.88 -0.92 0.24
H -0.07 -2.00 1.51
H -0.44 -1.23 0.13
H 0.65 -0.55 1.06
*
```

## Properties
Orbital gap (eV): 11.3
ΔE to the lowest compared entry with this formula, charge and spin (eV): 1.691
Calculated total energy (eV): -9784.609
HOMO (eV): -14.482

---

No. 6
Formula: C3H10N3O2
Source: the OMol25 dataset
Level of theory: wB97M-V/def2-TZVPD

The geometry in ORCA input format:
```
! RIJCOSX wB97M-V def2-TZVPD def2/J DEFGRID3
* xyz 1 1
C 2.92 -0.37 -1.76
C -3.31 0.59 1.57
C -1.08 0.12 0.99
N -0.24 -0.14 0.10
N 1.65 -0.77 0.29
N 2.55 -0.14 -0.34
O -0.71 -0.02 -1.22
O -2.32 0.43 0.54
H 2.18 -0.96 -2.17
H 3.11 0.67 -2.24
H 3.85 -0.79 -1.86
H -3.10 1.55 2.03
H -3.19 -0.13 2.26
H -4.24 0.58 1.06
H -0.66 0.12 1.96
H 1.37 -1.69 -0.13
H 2.84 0.60 0.25
H -1.63 0.33 -1.32
*
```

## Properties
Orbital gap (eV): 9.6
ΔE to the lowest compared entry with this formula, charge and spin (eV): 7.560
Calculated total energy (eV): -11826.676
HOMO (eV): -13.868